[1]
DFT (ωB97M-V/def2-TZVPD) results for 11 unconnected molecules or ions with the total composition C40H109N7O11 in a non-equilibrium geometry.

Properties
Structure (SMILES): COC[C@H](C)N.COC[C@H](C)N.COC[C@H](C)N.COC[C@H](C)N.COC[C@H](C)N.COC[C@H](C)N.COC[C@H](C)N.CC(C)O.CC(C)O.CC(C)O.CC(C)O
Electronic energy: -2800.1244 Ha
Relative energy (zero: lowest compared OMol25 entry of this formula, charge and spin): 224.68 kJ/mol

Cartesian coordinates (Å):
C: -3.60 -4.79 3.73
O: -2.80 -4.07 4.59
C: -1.53 -3.85 4.03
C: -1.00 -2.48 4.41
C: -0.78 -2.37 5.90
N: -1.90 -1.37 4.02
H: -3.78 -4.17 2.82
H: -4.59 -4.81 4.21
H: -3.27 -5.81 3.52
H: -0.85 -4.61 4.39
H: -1.57 -3.97 2.94
H: -0.09 -2.28 3.91
H: 0.00 -3.11 6.10
H: -1.71 -2.58 6.44
H: -0.41 -1.38 6.11
H: -2.71 -1.42 4.62
H: -2.16 -1.45 3.02
C: 0.50 4.22 -6.87
O: -0.33 3.21 -6.40
C: -0.23 3.05 -5.04
C: -1.50 2.35 -4.59
C: -1.80 2.57 -3.17
N: -1.30 0.94 -4.87
H: 1.41 4.29 -6.29
H: 0.02 5.21 -6.95
H: 0.88 3.93 -7.84
H: 0.73 2.65 -4.68
H: -0.35 4.02 -4.52
H: -2.33 2.79 -5.22
H: -2.58 1.82 -2.91
H: -2.16 3.61 -3.03
H: -1.00 2.48 -2.43
H: -2.13 0.47 -4.52
H: -1.19 0.64 -5.85
C: -3.85 5.60 0.64
O: -2.45 5.42 0.57
C: -1.80 6.04 -0.46
C: -0.38 5.43 -0.65
C: 0.43 5.50 0.64
N: 0.41 6.01 -1.78
H: -4.27 4.86 -0.03
H: -4.11 6.60 0.31
H: -4.16 5.41 1.66
H: -2.43 6.14 -1.35
H: -1.68 7.12 -0.25
H: -0.55 4.39 -0.88
H: 1.39 5.05 0.43
H: -0.07 4.96 1.43
H: 0.54 6.58 0.97
H: -0.16 6.12 -2.61
H: 0.71 6.93 -1.50
C: 2.37 1.59 -3.17
O: 2.67 1.53 -4.54
C: 3.69 0.60 -5.00
C: 3.80 0.51 -6.52
C: 4.73 -0.68 -6.84
N: 4.19 1.67 -7.28
H: 2.33 2.68 -2.97
H: 3.23 1.20 -2.58
H: 1.38 1.21 -2.84
H: 4.66 0.92 -4.60
H: 3.55 -0.49 -4.78
H: 2.85 0.12 -6.86
H: 5.67 -0.43 -6.34
H: 5.02 -0.70 -7.90
H: 4.43 -1.66 -6.49
H: 5.13 2.04 -7.10
H: 3.53 2.41 -7.24
C: 3.28 -0.35 2.17
O: 4.07 -0.23 0.94
C: 5.47 -0.01 1.12
C: 6.03 -0.09 -0.30
C: 5.72 -1.44 -0.96
N: 7.44 0.22 -0.20
H: 2.41 -0.96 1.93
H: 2.90 0.65 2.58
H: 3.90 -0.81 2.96
H: 5.76 0.88 1.64
H: 5.90 -0.85 1.72
H: 5.54 0.69 -0.86
H: 6.05 -2.27 -0.39
H: 6.14 -1.47 -1.96
H: 4.60 -1.58 -1.04
H: 7.95 0.36 -1.08
H: 7.90 -0.55 0.27
C: 0.68 -3.88 0.75
O: 0.15 -5.09 1.36
C: 1.11 -5.75 2.12
C: 0.80 -7.31 2.13
C: -0.53 -7.64 2.80
N: 1.86 -7.96 2.95
H: -0.13 -3.50 0.10
H: 1.62 -4.11 0.19
H: 0.92 -3.14 1.56
H: 2.06 -5.62 1.64
H: 1.15 -5.37 3.17
H: 0.68 -7.58 1.05
H: -1.29 -7.04 2.26
H: -0.52 -7.43 3.87
H: -0.72 -8.70 2.64
H: 2.79 -7.83 2.51
H: 1.63 -8.94 2.97
C: -2.74 -1.88 0.37
O: -1.59 -1.46 1.02
C: -1.36 -0.11 0.84
C: 0.17 0.22 0.86
C: 0.26 1.72 0.85
N: 0.80 -0.31 -0.39
H: -2.81 -1.42 -0.64
H: -3.66 -1.52 0.84
H: -2.84 -2.98 0.38
H: -1.80 0.16 -0.16
H: -1.83 0.50 1.61
H: 0.55 -0.08 1.83
H: -0.34 2.05 -0.01
H: 1.30 2.00 0.75
H: -0.14 2.14 1.76
H: 1.84 -0.16 -0.39
H: 0.59 -1.24 -0.49
C: -0.47 -2.68 -3.35
C: 0.86 -1.99 -3.54
C: 2.00 -3.00 -3.67
O: 0.81 -1.30 -4.85
H: -0.73 -3.25 -4.21
H: -1.26 -1.96 -3.15
H: -0.40 -3.34 -2.49
H: 1.11 -1.19 -2.81
H: 1.76 -3.81 -4.35
H: 2.11 -3.37 -2.61
H: 2.85 -2.55 -4.04
H: 0.11 -0.63 -4.80
C: 1.33 0.35 5.84
C: 2.13 1.60 5.96
C: 1.54 2.77 5.13
O: 2.25 1.90 7.33
H: 0.28 0.54 6.10
H: 1.74 -0.47 6.49
H: 1.33 0.04 4.77
H: 3.19 1.45 5.59
H: 2.13 3.68 5.17
H: 0.47 2.95 5.41
H: 1.54 2.42 4.08
H: 1.36 1.78 7.74
C: -5.75 0.48 -2.58
C: -6.26 -0.10 -1.26
C: -7.72 -0.35 -1.29
O: -5.75 -1.40 -1.16
H: -4.68 0.28 -2.68
H: -5.90 1.53 -2.66
H: -6.31 -0.02 -3.35
H: -5.92 0.52 -0.44
H: -8.29 0.57 -1.21
H: -8.00 -0.98 -0.45
H: -8.04 -0.71 -2.26
H: -4.97 -1.52 -1.71
C: -3.79 1.49 4.89
C: -2.70 1.75 3.82
C: -2.60 3.25 3.65
O: -1.44 1.33 4.23
H: -4.77 1.75 4.54
H: -3.55 2.05 5.79
H: -3.73 0.41 5.16
H: -3.08 1.32 2.88
H: -3.62 3.60 3.33
H: -1.89 3.47 2.84
H: -2.28 3.74 4.59
H: -1.37 0.32 4.22

Löwdin atomic charge list, values in e, 99 entries:
1. C -0.128
2. O -0.173
3. C -0.207
4. C -0.385
5. C -0.037
6. N 0.075
7. H 0.095
8. H 0.097
9. H 0.087
10. H 0.115
11. H 0.110
12. H 0.114
13. H 0.095
14. H 0.094
15. H 0.035
16. H 0.076
17. H 0.080
18. C -0.115
19. O -0.157
20. C -0.233
21. C -0.455
22. C -0.065
23. N 0.046
24. H 0.085
25. H 0.094
26. H 0.082
27. H 0.106
28. H 0.121
29. H 0.160
30. H 0.074
31. H 0.089
32. H 0.071
33. H 0.075
34. H 0.105
35. C -0.078
36. O -0.195
37. C -0.257
38. C -0.408
39. C -0.058
40. N 0.047
41. H 0.084
42. H 0.087
43. H 0.078
44. H 0.117
45. H 0.124
46. H 0.097
47. H 0.074
48. H 0.059
49. H 0.100
50. H 0.051
51. H 0.059
52. C -0.131
53. O -0.212
54. C -0.173
55. C -0.444
56. C -0.069
57. N 0.050
58. H 0.091
59. H 0.089
60. H 0.070
61. H 0.122
62. H 0.106
63. H 0.134
64. H 0.071
65. H 0.080
66. H 0.069
67. H 0.085
68. H 0.044
69. C -0.076
70. O -0.226
71. C -0.206
72. C -0.450
73. C -0.055
74. N 0.026
75. H 0.051
76. H 0.097
77. H 0.094
78. H 0.118
79. H 0.132
80. H 0.128
81. H 0.061
82. H 0.067
83. H 0.086
84. H 0.080
85. H 0.075
86. C -0.072
87. O -0.217
88. C -0.231
89. C -0.406
90. C -0.078
91. N 0.028
92. H 0.072
93. H 0.093
94. H 0.088
95. H 0.100
96. H 0.129
97. H 0.139
98. H 0.080
99. H 0.080



[2]
DFT (ωB97M-V/def2-TZVPD) results for 2 unconnected molecules or ions with the total composition C6H8O2S in a non-equilibrium geometry.

Properties
Electronic energy: -781.9415 Ha
Relative energy (zero: lowest compared OMol25 entry of this formula, charge and spin): 268.10 kJ/mol

Cartesian coordinates (Å):
C: 3.17 0.70 0.68
C: 1.84 1.21 0.61
C: 3.25 -0.26 -0.32
C: 1.16 0.54 -0.34
C: -0.24 0.67 -0.66
C: -3.12 -1.08 0.45
O: -3.00 1.23 -0.68
O: 1.97 -0.34 -0.97
S: -2.60 0.69 0.65
H: 3.96 0.84 1.29
H: 1.39 2.06 1.18
H: 4.09 -0.92 -0.62
H: -0.71 1.63 -0.84
H: -0.68 -0.03 -1.46
H: -2.24 -1.71 0.60
H: -3.97 -1.20 1.12
H: -3.30 -1.16 -0.68

For each atom in turn, the Löwdin charge in e is:
1. C -0.052
2. C -0.046
3. C -0.035
4. C -0.395
5. C 0.011
6. C -0.302
7. O -0.620
8. O 0.010
9. S 0.848
10. H 0.068
11. H 0.134
12. H 0.125
13. H 0.036
14. H 0.097
15. H 0.029
16. H 0.024
17. H 0.068



[3]
DFT (ωB97M-V/def2-TZVPD) results for a molecular structure, C14H21Cl2NO3PSSn.

Properties
Electronic energy: -2700.5722 Ha
Charge: +1

Cartesian coordinates (Å):
Sn: -0.62 1.43 0.49
O: -2.50 0.12 2.55
C: -2.22 -0.71 1.72
N: -0.96 -0.72 1.06
S: -1.19 -1.29 -0.45
O: -0.14 -2.09 -0.98
O: -1.45 -0.02 -1.20
C: -2.68 -2.15 -0.12
C: -3.34 -3.09 -0.89
C: -4.50 -3.63 -0.35
C: -4.97 -3.22 0.90
C: -4.29 -2.27 1.65
C: -3.12 -1.74 1.13
H: -2.97 -3.39 -1.86
H: -5.05 -4.37 -0.91
H: -5.87 -3.66 1.29
H: -4.64 -1.95 2.62
Cl: -3.71 2.64 0.07
C: -3.44 4.39 -0.05
Cl: -1.84 4.80 -0.68
H: -3.54 4.82 0.94
H: -4.18 4.79 -0.74
C: 2.80 3.18 0.26
C: 3.15 1.74 0.64
P: 1.95 0.53 0.01
C: 2.17 0.48 -1.80
C: 3.53 0.02 -2.32
C: 2.43 -1.09 0.68
C: 3.93 -1.28 0.94
H: 3.47 3.88 0.77
H: 1.78 3.45 0.56
H: 2.90 3.36 -0.81
H: 3.18 1.63 1.72
H: 4.14 1.48 0.26
H: 1.94 1.49 -2.17
H: 1.38 -0.17 -2.18
H: 4.35 0.62 -1.91
H: 3.57 0.12 -3.40
H: 3.71 -1.02 -2.08
H: 2.04 -1.83 -0.01
H: 1.88 -1.22 1.61
H: 4.53 -1.11 0.05
H: 4.11 -2.31 1.26
H: 4.30 -0.63 1.72

For each atom in turn, the Löwdin charge in e is:
1. Sn 1.209
2. O 0.073
3. C -0.540
4. N -0.245
5. S 0.622
6. O -0.260
7. O -0.447
8. C -0.223
9. C -0.009
10. C -0.034
11. C -0.027
12. C 0.025
13. C -0.129
14. H 0.131
15. H 0.120
16. H 0.119
17. H 0.134
18. Cl 0.492
19. C -0.974
20. Cl 0.490
21. H 0.034
22. H 0.033
23. C -0.144
24. C -0.397
25. P 0.842
26. C -0.382
27. C -0.122
28. C -0.376
29. C -0.128
30. H 0.083
31. H 0.036
32. H 0.075
33. H 0.093
34. H 0.083
35. H 0.084
36. H 0.070
37. H 0.071
38. H 0.082
39. H 0.072
40. H 0.069
41. H 0.080
42. H 0.061
43. H 0.084
44. H 0.071



[4]
DFT (ωB97M-V/def2-TZVPD) results for a molecular structure, C9H19N4PdS5 in a non-equilibrium geometry.

Properties
Electronic energy: -2692.2278 Ha
Relative energy (zero: lowest compared OMol25 entry of this formula, charge and spin): 59.72 kJ/mol
Charge: -1

Cartesian coordinates (Å):
Pd: -0.58 0.27 -0.18
N: 2.68 -3.36 0.02
C: 3.78 -2.62 -0.63
C: 4.09 -1.33 0.16
C: 3.03 -0.22 0.04
N: 1.91 -0.46 0.96
C: 2.73 0.03 -1.44
C: 2.36 -1.21 -2.25
N: 1.02 -1.70 -1.86
C: 3.45 -2.28 -2.10
H: 2.80 -3.37 1.02
H: 2.66 -4.32 -0.30
H: 1.10 -2.35 -1.09
H: 4.70 -3.22 -0.62
H: 5.03 -0.94 -0.23
H: 4.24 -1.58 1.21
H: 3.51 0.70 0.41
H: 1.08 0.16 0.79
H: 1.55 -1.40 0.91
H: 3.63 0.46 -1.90
H: 1.93 0.76 -1.54
H: 2.28 -0.90 -3.30
H: 0.51 -2.12 -2.63
H: -0.08 -1.00 -0.93
H: 4.37 -1.91 -2.55
H: 3.17 -3.19 -2.64
S: -3.91 -3.33 -5.54
C: -3.26 -2.44 -4.31
S: -2.40 -0.96 -4.53
C: -2.01 -0.61 -2.84
C: -2.48 -1.52 -1.94
S: -2.30 -1.61 -0.22
S: -3.36 -2.88 -2.64
S: -1.06 0.82 -2.61
N: -2.36 2.06 0.85
H: -1.43 2.13 1.25
H: -2.72 1.12 0.99
H: -2.32 2.23 -0.15

For each atom in turn, the Löwdin charge in e is:
1. Pd 0.098
2. N 0.036
3. C -0.381
4. C -0.132
5. C -0.376
6. N 0.033
7. C -0.133
8. C -0.344
9. N 0.023
10. C -0.115
11. H 0.077
12. H 0.082
13. H 0.056
14. H 0.125
15. H 0.115
16. H 0.111
17. H 0.126
18. H 0.001
19. H 0.035
20. H 0.116
21. H 0.082
22. H 0.140
23. H 0.103
24. H 0.017
25. H 0.113
26. H 0.112
27. S 0.412
28. C -1.557
29. S 0.834
30. C -1.203
31. C -1.196
32. S 0.427
33. S 0.834
34. S 0.411
35. N 0.000
36. H -0.022
37. H -0.035
38. H -0.027



[5]
DFT (ωB97M-V/def2-TZVPD) results for a molecular structure, C20H42CeOP2Si in a non-equilibrium geometry.

Properties
Electronic energy: -2309.6999 Ha

Cartesian coordinates (Å):
Ce: 0.06 0.69 -0.17
Si: -0.25 -2.16 -0.48
P: 2.70 -0.41 0.20
P: -2.75 0.11 0.06
H: 1.41 1.43 -3.05
C: 3.84 1.02 0.36
H: 4.89 0.70 0.42
H: 3.59 1.58 1.27
H: 3.74 1.70 -0.50
C: 3.36 -1.34 -1.25
H: 4.44 -1.47 -1.17
H: 3.13 -0.79 -2.18
H: 2.87 -2.32 -1.31
C: 3.24 -1.49 1.58
H: 4.34 -1.49 1.66
H: 2.88 -2.51 1.42
H: 2.81 -1.11 2.52
C: -3.47 1.80 0.19
H: -4.57 1.76 0.20
H: -3.14 2.42 -0.65
H: -3.13 2.28 1.12
C: -3.49 -0.54 -1.49
H: -4.59 -0.50 -1.44
H: -3.18 -1.59 -1.65
H: -3.15 0.04 -2.36
C: -3.71 -0.79 1.33
H: -4.80 -0.68 1.17
H: -3.47 -0.39 2.33
H: -3.45 -1.85 1.32
C: -0.29 -2.61 -2.32
H: 0.52 -2.14 -2.89
H: -1.25 -2.33 -2.80
H: -0.18 -3.70 -2.41
H: 0.82 -3.03 0.11
H: -1.50 -2.79 0.08
C: 0.43 1.97 -3.13
O: -0.19 1.89 -1.85
C: 0.72 3.44 -3.42
H: 0.91 3.61 -4.49
H: 1.63 3.71 -2.87
H: -0.09 4.12 -3.07
C: -0.41 1.29 -4.18
H: -1.48 1.57 -4.11
H: -0.35 0.19 -4.12
H: 0.00 1.57 -5.16
C: 1.32 2.56 3.78
C: 0.24 1.60 3.32
C: -1.15 2.17 3.59
C: 0.33 1.54 1.81
C: 0.34 0.20 3.96
C: -0.35 -0.87 3.39
C: -0.23 -2.16 3.91
C: 0.59 -2.39 5.02
C: 1.23 -1.31 5.64
C: 1.09 -0.01 5.12
H: 1.20 3.52 3.25
H: 2.32 2.18 3.55
H: 1.24 2.77 4.85
H: -1.23 3.18 3.18
H: -1.93 1.55 3.12
H: -1.37 2.22 4.67
H: 0.69 2.52 1.40
H: -1.01 -0.71 2.53
H: -0.80 -2.97 3.47
H: 0.74 -3.40 5.40
H: 1.82 -1.45 6.54
H: 1.56 0.82 5.63

For each atom in turn, the Löwdin charge in e is:
1. Ce 0.499
2. Si 0.389
3. P 0.727
4. P 0.724
5. H 0.134
6. C -0.262
7. H 0.046
8. H 0.035
9. H 0.044
10. C -0.272
11. H 0.047
12. H 0.038
13. H 0.031
14. C -0.245
15. H 0.050
16. H 0.037
17. H 0.038
18. C -0.256
19. H 0.049
20. H 0.049
21. H 0.036
22. C -0.255
23. H 0.050
24. H 0.029
25. H 0.045
26. C -0.264
27. H 0.051
28. H 0.040
29. H 0.035
30. C -0.350
31. H 0.003
32. H 0.001
33. H 0.011
34. H -0.095
35. H -0.096
36. C -0.526
37. O -0.446
38. C -0.051
39. H 0.079
40. H 0.073
41. H 0.092
42. C -0.050
43. H 0.090
44. H 0.072
45. H 0.077
46. C -0.076
47. C -0.591
48. C -0.055
49. C -0.313
50. C -0.175
51. C -0.045
52. C -0.072
53. C -0.099
54. C -0.088
55. C -0.036
56. H 0.084
57. H 0.084
58. H 0.076
59. H 0.088
60. H 0.062
61. H 0.090
62. H 0.028
63. H 0.081
64. H 0.105
65. H 0.099
66. H 0.100
67. H 0.103